1.
{"formula": "C4H2N2O", "method": "ωB97M-V/def2-TZVPD", "species": ["C", "C", "C", "C", "H", "H", "N", "N", "O"], "coordinates": [[-1.431700, -0.300122, 0.430100], [0.009644, -0.180954, -0.206465], [-0.007269, 1.386481, -0.255867], [1.261564, -0.746071, 0.021951], [-1.671729, 0.643665, 1.538070], [-0.059681, -0.402445, -1.182786], [0.305260, 2.506758, 0.037206], [2.388386, -1.263039, 0.156845], [-2.014693, -1.237907, -0.206494]], "atomic_forces_ev_per_a": [[-0.66, -4.35, -0.94], [-2.17, 5.79, 1.60], [3.47, 3.43, 2.00], [10.28, -4.60, 3.08], [0.16, -3.08, -3.48], [-1.45, -1.20, -3.74], [-1.92, -4.69, -1.57], [-8.41, 3.79, -1.07], [0.69, 4.92, 4.12]], "orbital_gap_ev": 10.22, "total_charge": 0}



2.
{"formula": "C14H24AlF3O8S", "method": "ωB97M-V/def2-TZVPD", "species": ["C", "C", "O", "C", "C", "C", "C", "C", "S", "C", "O", "O", "H", "H", "H", "H", "H", "H", "H", "H", "H", "H", "H", "H", "H", "H", "H", "H", "H", "H", "H", "C", "C", "C", "O", "C", "C", "C", "O", "O", "O", "H", "H", "H", "H", "O", "H", "Al", "F", "F", "F"], "coordinates": [[-2.977372, -2.314810, -0.212412], [-2.767008, -1.869797, 1.236320], [-2.106240, -0.618962, 1.274707], [-2.831659, 0.463810, 1.746929], [-2.232948, 1.731894, 1.270289], [-0.810474, 2.025416, 1.661756], [0.350416, 1.325442, 0.934883], [0.084576, 0.786231, -0.451954], [0.146438, 2.103504, -1.681245], [-1.314716, 2.017659, -2.714757], [-1.305050, 3.205141, -3.445675], [-2.670789, 3.619391, -3.553252], [-2.712196, -1.500869, -0.879298], [-4.006953, -2.598070, -0.397980], [-2.337635, -3.159798, -0.443872], [-2.152942, -2.575581, 1.787630], [-3.723216, -1.810319, 1.753809], [-3.874384, 0.396224, 1.423602], [-2.829286, 0.474224, 2.847925], [-2.845941, 2.532568, 1.689872], [-2.459362, 1.780020, 0.043532], [-0.751631, 1.727264, 2.726581], [-0.636281, 3.095570, 1.575319], [1.140436, 2.070133, 0.804452], [0.773993, 0.586579, 1.594897], [-0.816096, 0.190051, -0.550454], [0.931287, 0.172152, -0.770748], [-0.069625, 3.242019, -1.011695], [-2.200382, 1.957007, -2.088711], [-1.243599, 1.150128, -3.371481], [-2.805290, 4.054132, -2.614147], [4.324130, -1.382463, 0.994475], [4.519948, -2.083012, -0.105055], [3.481555, -2.848639, -0.834975], [3.880026, -3.413389, -1.851855], [2.149049, -2.842877, -0.317057], [1.869091, -2.141216, 0.804800], [2.949847, -1.358525, 1.531068], [2.624939, -0.740022, 2.511002], [0.655992, -2.060702, 1.302261], [5.709616, -2.201448, -0.792108], [5.087889, -0.822133, 1.518959], [1.393698, -3.383080, -0.867814], [0.591711, -1.439411, 2.088228], [5.446513, -2.790592, -1.572700], [2.651870, -0.075589, -1.597887], [3.187285, 0.143145, -2.370695], [7.123810, -0.764852, -1.042987], [-3.158214, 1.211166, -0.807951], [-0.325820, -0.336639, 2.946475], [-3.109004, 5.071928, -1.721007]], "atomic_forces_ev_per_a": [[0.30, -0.04, 0.15], [-0.38, -0.43, 0.03], [-0.46, 0.33, 0.12], [0.56, -0.95, -2.39], [0.47, 0.13, 5.99], [0.64, 0.51, -2.46], [0.36, 0.87, 0.05], [0.04, -0.64, 0.23], [1.48, -0.20, -0.55], [-1.03, 0.59, -0.48], [0.21, -0.11, -0.14], [0.42, -0.75, -0.14], [-0.08, 0.11, -0.14], [-0.15, -0.01, -0.04], [0.07, -0.09, -0.10], [0.19, 0.01, 0.03], [-0.10, 0.16, 0.12], [-0.24, -0.15, 0.16], [0.27, 0.36, 0.32], [-0.33, 0.30, -0.66], [-1.85, -1.32, -3.36], [-0.17, -0.54, 0.21], [-0.26, 0.18, 0.23], [0.14, 0.07, 0.18], [-0.16, -0.40, -0.13], [-0.33, 0.23, 0.00], [0.28, 0.04, -0.24], [-0.65, 0.02, 0.22], [0.30, 0.02, -0.40], [0.32, -0.30, 0.17], [-0.68, 1.62, 0.15], [0.18, -0.07, 0.19], [-0.14, 0.25, 0.12], [-0.96, 0.34, -0.21], [0.37, -0.17, -0.01], [0.16, -0.32, 0.05], [-0.12, -0.05, -0.20], [-0.46, -0.10, -0.21], [0.39, 0.19, 0.22], [0.54, -0.15, -0.17], [1.06, 0.60, -0.01], [-0.06, 0.01, 0.03], [-0.07, 0.04, 0.03], [-0.54, 0.38, 0.26], [-0.57, -0.30, -0.09], [0.48, -0.28, 0.20], [-0.23, 0.11, 0.03], [-0.52, -0.19, 0.04], [1.09, 0.97, 1.92], [-0.10, -0.04, 0.38], [0.35, -0.85, 0.31]], "orbital_gap_ev": 2.55, "total_charge": 0}



3.
{"formula": "C15H22DyF5N2S4Te", "method": "ωB97M-V/def2-TZVPD", "species": ["Dy", "C", "N", "C", "C", "C", "N", "C", "C", "H", "H", "H", "H", "H", "H", "H", "H", "H", "H", "H", "H", "H", "H", "H", "H", "S", "C", "S", "S", "C", "Te", "C", "H", "H", "H", "H", "H", "H", "F", "C", "C", "F", "C", "F", "C", "S", "C", "F", "C", "F"], "coordinates": [[9.438216, 9.176240, 6.906474], [10.114109, 12.088216, 8.919238], [9.862769, 11.841881, 7.483893], [11.048461, 12.234740, 6.686465], [8.669221, 12.663915, 7.076452], [7.945337, 12.061486, 5.834797], [7.426900, 10.771399, 6.096162], [6.343012, 10.686769, 7.103351], [6.968077, 10.104315, 4.897932], [10.223773, 13.160983, 9.114131], [11.073154, 11.643261, 9.177213], [9.306719, 11.696916, 9.520081], [11.172393, 13.345072, 6.749676], [11.144940, 11.902154, 5.637628], [11.916343, 11.830469, 7.125369], [9.058480, 13.694432, 6.930139], [8.030137, 12.758298, 7.990726], [8.725644, 12.042453, 5.065815], [7.202736, 12.859487, 5.586143], [5.375813, 11.112757, 6.781732], [6.696561, 11.296611, 7.972922], [6.166265, 9.603579, 7.341326], [6.192011, 10.721978, 4.347407], [6.499184, 9.161187, 5.116800], [7.886051, 9.887096, 4.301450], [10.839478, 7.039848, 10.405925], [10.331015, 8.244464, 9.453263], [8.601287, 8.670482, 9.354669], [11.516540, 9.055160, 8.372937], [7.982666, 6.317871, 4.428700], [8.410546, 6.062235, 6.499759], [6.559270, 6.506352, 7.436112], [7.718211, 7.289959, 4.103927], [7.124691, 5.601211, 4.309367], [8.795684, 5.857331, 3.926807], [6.094692, 5.581292, 7.604486], [5.989205, 7.042342, 6.624137], [6.709255, 7.097354, 8.328097], [15.159825, 6.521898, 6.850653], [14.136799, 7.068922, 6.233882], [13.083198, 6.255494, 5.842163], [13.139783, 4.985517, 6.133694], [11.983632, 6.822130, 5.202434], [10.948564, 6.060737, 4.831286], [11.853179, 8.194266, 4.941002], [10.358091, 8.851998, 4.315752], [12.952994, 8.982946, 5.323064], [12.877616, 10.349423, 5.150924], [14.102543, 8.445323, 5.959706], [15.092463, 9.282789, 6.204731]], "atomic_forces_ev_per_a": [[0.07, 0.70, -0.38], [0.78, 0.39, -0.56], [-0.86, -0.23, -0.72], [-0.32, 1.26, -0.12], [0.66, -0.38, 0.91], [1.06, 3.02, 1.24], [-0.99, -1.89, 0.85], [0.56, 0.45, 0.85], [0.44, 0.61, -1.58], [-0.15, 0.19, -0.08], [-0.26, -0.26, 0.19], [-0.09, -0.27, 0.13], [-0.10, -0.57, -0.26], [-0.93, 0.11, 0.38], [0.99, -0.65, 0.81], [-0.52, -0.37, -0.48], [0.22, -0.29, -0.93], [-0.41, -0.29, -0.25], [0.01, -0.80, -0.35], [0.36, -0.01, -0.29], [-0.62, -1.06, -0.37], [0.28, 1.08, 0.12], [0.96, -0.55, 0.29], [-0.16, -0.46, 0.35], [-0.97, 0.30, -0.23], [0.14, -0.35, 0.53], [-0.05, 0.09, -0.55], [0.33, 0.26, 0.00], [-0.19, -0.28, 0.34], [-2.18, -2.20, 0.93], [1.17, 0.65, 0.43], [-0.31, 1.19, -2.06], [0.06, 0.85, -0.23], [0.55, 0.85, -0.26], [0.83, 0.08, -0.51], [-0.80, -1.08, 0.50], [0.28, -0.32, 1.10], [0.06, 0.05, 0.05], [0.68, -0.19, 0.31], [-0.37, 1.32, -0.48], [-0.56, 1.56, -0.34], [-0.10, -1.29, 0.10], [0.24, 0.58, -0.02], [0.18, -0.74, 0.11], [1.13, 0.07, 0.77], [-0.30, 0.43, 0.03], [0.10, 0.06, 0.25], [0.39, -1.50, 0.15], [-1.87, -0.04, -1.19], [0.57, -0.10, 0.51]], "orbital_gap_ev": [7.38, 7.39], "s2": 9.335, "multiplicity": 6, "total_charge": 0}



4.
{"formula": "C16H26BiI2N2O3S2ScSe", "method": "ωB97M-V/def2-TZVPD", "species": ["I", "I", "Bi", "Sc", "S", "S", "C", "C", "C", "C", "C", "C", "C", "C", "C", "C", "C", "O", "O", "O", "H", "H", "H", "H", "H", "H", "H", "H", "H", "H", "H", "H", "H", "H", "H", "H", "H", "H", "C", "N", "C", "C", "N", "C", "C", "Se", "H", "H", "H", "H", "H", "H", "H", "H"], "coordinates": [[-1.750730, 3.872395, 0.152895], [-0.103298, 4.815633, -1.874157], [1.702161, 0.905401, -2.328510], [0.002100, -0.157635, 0.053521], [-1.017624, 1.100336, -2.086189], [1.361981, 1.996396, 0.164194], [-1.504100, -1.604478, -0.253867], [-1.715813, 0.066802, -3.436747], [2.887958, 1.701882, 1.115635], [-1.581206, 0.929983, -4.694657], [-1.168908, -1.341504, -3.627148], [-3.134564, 0.088897, -2.854281], [3.785121, 2.838709, 0.607239], [3.558390, 0.335651, 1.052291], [2.269829, 2.016905, 2.480740], [1.745871, 0.138230, -4.404835], [3.936845, 0.914389, -2.241188], [-2.288935, -2.447524, -0.266586], [1.958017, -0.215013, -5.489900], [5.086443, 0.890804, -2.388194], [-0.549056, 0.954905, -5.064801], [-1.906277, 1.956238, -4.476775], [-2.237355, 0.486063, -5.453124], [-0.136887, -1.338301, -4.003696], [-1.825137, -1.806767, -4.382472], [-1.224367, -1.923954, -2.697872], [-3.172268, -0.474738, -1.915539], [-3.789366, -0.359291, -3.598860], [-3.424923, 1.130094, -2.657025], [4.605601, 2.914166, 1.323729], [3.211715, 3.774799, 0.588039], [4.170601, 2.628778, -0.396341], [4.389190, 0.393102, 1.773426], [3.962055, 0.110530, 0.057218], [2.882790, -0.477633, 1.364721], [3.082605, 2.077205, 3.198568], [1.555199, 1.223536, 2.768682], [1.700276, 2.953209, 2.418011], [-3.704425, -1.045379, 2.235616], [-2.581980, -1.743179, 2.807353], [-2.650128, -3.032949, 3.383520], [-1.425378, -3.335175, 3.852321], [-0.579335, -2.232810, 3.586622], [0.801249, -2.158128, 3.977411], [-1.301411, -1.229851, 2.941253], [-0.759058, 0.513254, 2.434290], [-4.505565, -0.912807, 2.983697], [-4.130334, -1.608800, 1.395466], [-3.417669, -0.054055, 1.876970], [-3.584784, -3.586827, 3.380873], [-1.041338, -4.217242, 4.359001], [0.919388, -2.254949, 5.068351], [1.390208, -2.963855, 3.512322], [1.246625, -1.205451, 3.678791]], "atomic_forces_ev_per_a": [[1.18, 0.98, -1.48], [-1.38, -0.39, 1.55], [-3.54, 0.73, 3.43], [2.01, 3.08, 0.85], [1.89, -0.23, 1.26], [-1.08, -0.78, -1.68], [-5.48, -5.72, -0.33], [-0.36, 0.44, 0.43], [-0.40, 0.69, 0.16], [-0.43, -0.15, 0.27], [-0.26, 0.40, 0.07], [-0.27, -0.25, -0.86], [-0.06, -0.24, 0.62], [-0.30, 0.36, 0.09], [0.44, -0.36, 0.36], [1.34, -2.78, -9.24], [9.30, 0.21, -0.93], [3.07, 3.34, -0.04], [-0.92, 1.56, 5.01], [-5.14, 0.01, 0.64], [-0.28, -0.02, -0.05], [0.01, -0.26, -0.29], [0.24, 0.26, -0.09], [-0.31, -0.19, 0.05], [0.43, -0.12, 0.27], [0.03, -0.04, -0.38], [-0.22, 0.04, -0.27], [-0.44, -0.04, 0.17], [-0.27, -0.41, -0.17], [0.21, 0.27, -0.27], [0.40, -0.13, 0.06], [0.07, 0.13, 0.23], [-0.14, -0.35, -0.31], [0.03, -0.04, 0.32], [0.17, 0.10, 0.03], [-0.10, 0.19, 0.41], [0.83, 0.48, 0.05], [0.41, -0.05, 0.37], [-1.35, 0.32, -0.18], [1.89, -0.45, 0.86], [-0.33, 1.33, -0.80], [1.21, 1.03, -0.11], [-2.14, 0.72, -0.90], [1.43, -0.24, 0.51], [-1.22, -3.07, 0.97], [-0.12, -0.65, -0.57], [0.41, -0.08, -0.24], [0.12, 0.03, 0.26], [0.10, -0.22, 0.17], [0.29, 0.11, 0.07], [-0.16, 0.26, -0.13], [-0.22, 0.06, -0.38], [-0.33, 0.18, 0.11], [-0.27, -0.07, 0.05]], "orbital_gap_ev": [4.76, 4.20], "total_charge": 4}